Record 1
A molecular structure, C6H14I2OP at a distorted geometry. Source: the Open Molecules 2025 dataset; level of theory: the ωB97M-V functional and the def2-TZVPD basis.

The geometry in XYZ format:
```
24
Properties=species:S:1:pos:R:3:forces:R:3
H -2.348621 -2.195686 -1.437913 1.0 0.1 0.3
H -0.434491 1.186030 -1.596510 -0.6 -0.1 -0.1
H -1.609314 -0.293208 2.020516 0.1 0.1 0.0
C -1.159610 0.365521 2.763829 -0.1 -0.2 -0.2
C -0.643409 -1.740897 -2.731339 1.6 2.5 0.2
P 0.895125 0.587468 -1.719740 1.8 1.4 0.5
H 2.254749 0.019561 -1.849582 0.2 -0.2 -0.2
H -1.754053 1.279288 2.828141 0.0 0.0 0.2
C 0.269435 -0.727873 -2.987601 -2.0 -2.9 -0.9
I 1.049351 -0.595739 -5.043943 0.0 0.3 1.0
C 0.251002 0.697457 2.347441 0.3 -0.2 -0.6
H -1.265546 -0.911550 -0.738487 0.3 -0.9 -0.7
C -1.275935 -1.878477 -1.309335 -0.3 -0.6 -0.8
H 0.549051 2.573266 3.338471 0.0 0.0 0.2
H 1.383537 1.623880 -0.794312 0.1 0.0 0.2
H -1.152615 -0.146528 3.728640 -0.1 0.2 0.1
I -1.253991 -3.131495 -4.272204 -0.2 0.1 0.9
C 1.045552 1.604450 3.252521 0.3 0.1 -0.1
H -0.692231 -2.672371 -0.763329 -0.8 0.8 -0.3
H 1.267607 1.485259 -2.822914 -0.5 -0.1 -0.2
H 2.038196 1.756126 2.828401 -0.1 0.0 0.0
O 0.725669 0.254845 1.328542 -0.1 0.0 1.2
H 0.709862 -0.286793 -0.608360 -0.5 -0.3 -0.7
H 1.150679 1.147465 4.239065 -0.1 0.1 0.1
```
Forces are in eV/Å.

Summary:
Energy above the lowest of the compared OMol25 structures with the same formula, charge and spin   6.161 eV
E_HOMO   -3.167 eV
LUMO   0.10200 Eh
Frontier orbital gap   5.9 eV
Total charge   -1

---

Record 2
7 unconnected molecules or ions with the total composition C15H43FN3O6S6 at a distorted geometry. Source: the Open Molecules 2025 dataset; level of theory: the ωB97M-V functional and the def2-TZVPD basis.

The geometry in XYZ format:
```
74
Properties=species:S:1:pos:R:3:forces:R:3
O 0.503616 4.386479 -0.639370 0.1 -0.2 -0.1
H 5.820201 -5.368362 -4.187614 0.0 0.0 0.0
C -1.658764 -3.653045 3.351261 0.1 0.1 0.1
H 1.575525 -0.752938 -1.319400 0.0 0.7 -0.5
C 1.651113 -2.431611 -2.287298 -0.4 1.1 -0.3
F -1.477493 -3.579298 -1.612926 0.0 0.3 -0.2
H -0.533933 -0.774988 -0.875145 -0.1 -0.3 0.2
O -3.454979 3.554227 0.777578 0.1 -0.1 0.0
H -2.288305 3.305254 -2.942146 0.1 0.0 0.0
H 3.302656 -3.589709 -2.166460 0.2 0.1 -0.2
H 0.812216 0.564122 7.269818 0.0 0.0 0.0
H -5.455226 5.247183 -0.501862 0.0 0.0 0.0
H -1.741357 2.969743 5.801050 0.0 0.0 0.0
C 0.567847 2.461907 1.178587 0.0 -0.1 -0.1
C -0.349836 -1.400367 -1.748248 0.0 0.7 0.0
C 1.509738 4.885308 1.763862 0.1 0.0 0.0
C -0.318414 -2.891219 -1.459188 -0.5 0.0 0.1
C -3.053894 -2.185110 1.608933 0.0 0.1 0.0
H 0.710458 2.968616 -3.585526 0.0 0.0 0.0
H -4.742490 4.105777 -1.670738 0.0 0.0 0.0
H 0.447536 2.315215 2.248990 0.0 -0.1 0.1
H -1.065245 -1.054362 -2.495666 0.3 -0.2 -0.4
H -1.625269 2.665658 4.049036 0.0 0.0 0.0
C -4.888462 1.643822 -0.355634 0.0 0.0 -0.1
H 1.463032 5.964802 1.637804 0.0 0.0 0.0
H -0.732579 -4.151012 3.629941 0.0 0.0 0.0
N 0.689250 -3.422685 -2.409189 0.3 -0.3 0.5
C 0.199669 2.088954 -3.195937 0.1 0.0 0.2
H -2.301036 1.410421 5.115040 0.0 0.0 0.0
H -0.400642 1.837646 7.557455 0.0 0.0 0.0
C -1.566439 2.212214 5.037352 -0.1 0.0 0.0
H -3.111278 -1.658466 0.657740 0.0 0.0 0.0
H -6.441504 3.904901 -1.130687 0.0 0.0 0.0
C 7.887726 -4.121378 -2.761172 0.0 0.1 0.0
H -3.165587 -1.479182 2.431985 0.0 0.0 0.0
H -4.523975 0.875879 0.324201 0.0 0.0 0.0
H 1.370418 4.628866 2.814960 0.0 0.0 0.0
O -1.931063 0.577616 -3.568882 0.0 0.0 0.1
H -5.906586 1.406076 -0.663761 0.0 0.0 0.0
C -0.133293 0.984624 6.934242 0.0 0.0 0.1
H -2.472795 -4.376667 3.329533 0.0 0.0 0.0
H -3.024943 3.096566 -4.559157 0.0 0.0 0.0
C -5.437741 4.212849 -0.838122 0.0 0.0 -0.1
S 6.367909 -4.646503 -1.975412 0.2 -0.1 0.0
O 1.024762 2.681728 5.271024 0.0 0.1 -0.1
H -1.510929 4.019481 -4.387895 0.0 0.0 0.0
S -4.880285 3.204473 0.539117 -0.1 0.0 0.0
O 5.411003 -3.497022 -2.112408 -0.2 -0.1 -0.1
H -0.909801 0.220538 6.972356 0.0 0.0 0.0
H 3.574883 -1.920091 -1.950761 0.1 0.0 -0.3
H 0.890054 1.247341 -3.177537 0.0 0.0 -0.1
H 8.577063 -4.964063 -2.799531 0.0 0.0 0.0
N 1.099026 -1.180053 -2.115083 0.1 -1.3 1.3
H 8.316244 -3.325866 -2.155587 0.0 0.0 0.0
S -1.169973 1.663751 -4.265596 0.0 0.1 -0.1
H -0.134450 1.826858 0.639855 -0.1 0.1 0.0
N 2.924006 -2.651160 -2.206607 -0.3 -0.2 0.1
H -4.230024 1.713705 -1.222550 0.0 0.0 0.0
S -1.441860 -2.966028 1.709822 -0.2 -0.1 0.0
O -0.427316 -1.871700 1.789167 0.0 0.0 -0.1
C 5.897219 -5.854010 -3.214982 0.0 0.0 -0.1
H -0.170875 2.294373 -2.190798 0.0 0.1 0.0
H -1.874386 -2.849367 4.055009 0.0 0.0 0.0
H -3.827686 -2.951042 1.648394 0.0 0.0 0.0
C -2.090748 3.179404 -4.007228 -0.1 0.0 0.0
H 4.934315 -6.272570 -2.927997 0.0 0.0 0.0
H 0.286249 -3.524498 -3.337659 0.1 -0.1 -0.1
H 0.025763 -3.011133 -0.429578 0.2 -0.4 -0.1
S 0.085247 1.530144 5.236730 -0.1 -0.1 0.0
H 1.590656 2.236104 0.872993 0.0 0.1 0.0
S 0.174936 4.171713 0.799789 -0.2 0.1 0.1
H 7.671492 -3.751816 -3.763043 0.0 0.0 0.0
H 6.642621 -6.647937 -3.239837 0.0 0.0 0.0
H 2.466992 4.510946 1.400613 0.0 0.0 0.0
```
Forces are in eV/Å.

Summary:
Energy above the lowest of the compared OMol25 structures with the same formula, charge and spin   0.000 eV
E_HOMO   -10.360 eV
LUMO   -0.09795 Eh
Frontier orbital gap   7.7 eV
Total charge   +1

---

Record 3
2 unconnected molecules or ions with the total composition C28H22F4N3O2 at a distorted geometry. Source: the Open Molecules 2025 dataset; level of theory: the ωB97M-V functional and the def2-TZVPD basis.

The geometry in XYZ format:
```
59
Properties=species:S:1:pos:R:3:forces:R:3
H -0.354666 -1.621740 -1.478122 -0.1 -0.6 0.4
H -5.150152 0.667208 -3.170916 0.0 0.0 0.0
H 0.448544 1.304673 3.203088 -0.4 0.0 -0.2
C -0.422910 -2.144148 -0.505629 0.5 -0.1 -0.5
C 1.224226 -0.375992 1.248478 1.4 0.3 0.0
C -3.045683 -0.247130 3.171160 -0.6 -0.1 -0.1
H -4.642900 -3.191839 2.429971 0.2 0.2 0.0
F -4.732143 2.966006 -1.942628 1.1 -0.9 -0.3
H 2.877073 -2.393111 3.480664 0.1 0.6 -0.6
C -3.089754 -0.015027 -3.139051 -0.3 -0.7 -0.5
C 3.851752 0.891240 -3.037483 -0.6 0.3 0.3
H 2.172515 1.088203 -0.027586 0.1 -0.2 0.1
H -0.338076 2.433750 2.051900 -0.2 -0.2 0.5
H 1.920911 3.363982 -1.679794 0.2 -0.3 0.2
C -4.133691 0.862179 -2.866530 0.8 0.4 0.5
C 1.506915 0.181897 -2.814546 0.0 0.1 0.0
C 1.172610 1.359689 -2.107690 0.8 -0.1 -0.4
C 2.323005 0.302152 0.699143 -0.8 -0.3 0.2
C -0.190207 -0.062495 0.828964 -2.8 -2.7 3.1
N 5.132885 -1.351724 2.476784 4.4 -0.6 0.8
C -0.110754 1.585709 -1.363206 -0.1 1.0 -0.9
C 3.471631 2.107931 -2.469848 0.6 0.3 0.1
C -2.106355 -1.349193 1.204333 0.7 0.1 0.3
H -3.041867 0.594614 3.869531 -0.2 -0.5 -0.1
O 6.079782 -0.790214 1.870735 -1.9 -1.1 1.2
F 3.146215 -1.229078 -3.817267 -0.5 1.4 0.6
C -2.454486 2.306924 -1.814560 0.1 -0.1 0.2
H 0.588652 -2.473692 -0.213770 -0.4 0.1 -0.1
O 5.314775 -2.191782 3.388119 -0.9 1.8 -1.9
C 2.732486 -1.643080 2.682204 0.3 -0.1 0.1
C -2.129106 -0.281003 2.125071 0.6 -0.3 -0.2
C -3.756686 2.038854 -2.210737 -0.8 0.3 -0.1
C -2.989487 -2.415820 1.283938 -0.7 0.0 0.2
N -0.994071 0.469373 1.899632 0.9 -0.3 -1.2
C -0.504093 1.556137 2.705753 0.3 0.5 0.0
F -3.400327 -1.188222 -3.794310 0.5 1.3 0.6
H -4.684598 -1.334304 4.057977 0.2 0.0 -0.2
C -3.949464 -1.319476 3.253491 0.4 0.7 0.0
C 3.830295 -0.989149 2.074815 -3.1 0.1 -0.3
C 1.442182 -1.338143 2.266517 -0.4 0.5 -0.6
C 2.822904 -0.023744 -3.226885 0.2 -0.9 -0.3
H -0.095717 2.627462 -0.934188 0.0 -1.2 0.0
N -0.949691 -1.230581 0.468474 0.9 1.6 0.1
H -1.068349 -3.014776 -0.559043 0.0 0.0 -0.2
H -0.164730 0.703426 -0.138542 0.3 1.5 -1.9
H -0.998535 -0.414058 -3.253025 -0.6 0.0 0.6
C -1.763172 0.215356 -2.789952 0.0 -0.1 -0.1
H -2.204645 3.305017 -1.452505 -0.2 -0.4 0.3
H -2.917164 -3.221216 0.549413 -0.3 0.1 0.4
H 4.505582 0.460168 0.660042 -0.7 -0.1 0.1
H 0.573983 -1.819810 2.729180 0.4 0.1 -0.1
C -1.437305 1.344700 -2.007555 -0.4 0.0 -0.2
H 0.751964 -0.546311 -3.111225 0.6 0.0 0.4
C -3.925397 -2.377574 2.328786 0.4 -0.2 -0.7
H 4.874302 0.684595 -3.317121 0.0 0.0 -0.1
H -1.245630 1.759957 3.470588 0.0 0.3 0.0
C 3.608521 -0.016234 1.083229 1.5 -0.5 0.7
F 4.443755 3.061838 -2.280645 -1.2 -1.0 -0.3
C 2.174332 2.367616 -2.037614 -0.3 -0.2 0.1
```
Forces are in eV/Å.

Summary:
Energy above the lowest of the compared OMol25 structures with the same formula, charge and spin   1.826 eV
E_HOMO   -11.139 eV
LUMO   -0.20797 Eh
Frontier orbital gap   5.5 eV
Total charge   +1

---

Record 4
A molecular structure, C4H8N2O2 at a distorted geometry. Source: the Open Molecules 2025 dataset; level of theory: the ωB97M-V functional and the def2-TZVPD basis.

The geometry in XYZ format:
```
16
Properties=species:S:1:pos:R:3:forces:R:3
C -0.237768 1.425046 0.681194 0.0 0.3 -5.2
H 0.935239 1.159913 0.232988 -3.4 0.9 2.0
H -0.594668 1.304914 -2.886494 1.1 -1.8 -0.6
H -1.425780 -1.110125 2.684932 3.4 3.2 -1.0
N -0.320027 -0.080726 -1.216688 -2.2 1.3 0.5
H -0.662697 -1.055712 -0.945272 0.6 1.9 -1.1
C 0.658643 -1.007389 1.878960 5.6 -2.6 0.4
H -0.613592 2.464254 0.652143 1.3 0.0 0.1
H 1.849995 -0.539733 1.306261 -4.3 -1.8 1.9
O -0.807336 0.915957 1.758857 0.9 -1.5 4.2
O -1.159520 0.879174 -0.389855 2.9 -1.2 -1.7
H 1.445987 -1.649545 -2.707683 -3.5 4.5 -0.4
N 0.808145 -0.634395 -3.124555 -1.5 2.1 -0.8
H 0.590719 -2.070449 2.475637 1.0 2.7 -2.0
C -0.117220 0.293101 -2.644431 4.3 -6.8 3.7
C -0.350119 -0.294284 2.244008 -6.3 -1.4 -0.1
```
Forces are in eV/Å.

Summary:
Energy above the lowest of the compared OMol25 structures with the same formula, charge and spin   11.700 eV
E_HOMO   -8.946 eV
LUMO   0.02828 Eh
Frontier orbital gap   9.7 eV

---

Record 5
A molecular structure, C14H13ClN4O8Pd. Source: the Open Molecules 2025 dataset; level of theory: the ωB97M-V functional and the def2-TZVPD basis.

The geometry in XYZ format:
```
41
Properties=species:S:1:pos:R:3:forces:R:3
H 5.282610 -1.939416 -1.840074 0.0 0.0 0.0
O -0.693136 3.938022 -0.799623 0.0 0.0 0.1
C -1.785254 1.466675 -1.789204 0.0 0.0 0.0
C -1.988592 -2.607513 -2.790141 0.0 -0.1 0.0
H -0.966375 -2.846210 -0.909979 0.1 0.0 0.1
H -2.002642 -3.668495 -2.994590 0.0 0.0 0.0
N 0.589960 1.469580 1.364719 0.3 0.4 0.5
H 3.450714 -1.575475 -3.164827 0.0 0.0 0.0
C 0.632272 3.838614 1.726665 0.0 0.0 -0.1
Cl -0.078141 -2.286579 2.054497 0.1 -0.2 -0.2
H 4.019513 -0.306833 -0.393348 0.0 0.0 0.0
N -1.337812 -0.861389 -1.304432 0.0 -0.3 -0.8
Pd -0.231531 0.056607 0.146054 -0.5 -0.7 0.0
N 5.050392 -0.957518 -1.882628 0.0 0.0 0.0
C -1.392545 -2.163220 -1.622959 -0.1 0.2 0.2
O -2.397937 2.325033 -2.373527 0.1 0.0 -0.1
H 0.335686 4.808144 1.352704 0.0 0.0 0.0
C 1.705479 2.375880 3.262593 0.0 0.0 0.0
H 3.940518 0.096203 -3.342883 0.0 0.0 0.0
O 0.308299 -2.455909 0.638155 0.2 0.5 0.3
H 1.649959 4.510367 3.495742 0.0 0.0 0.0
C 2.691124 -0.270014 -1.683544 0.0 0.0 0.2
C 1.357385 3.661654 2.891974 0.0 0.0 0.0
O 3.065723 -0.068751 -0.419915 0.0 0.0 -0.1
O -0.346270 -3.549267 2.651809 0.0 0.0 -0.1
H 5.839000 -0.461162 -2.269869 0.0 0.0 0.0
H -2.929393 0.423509 -3.957610 0.0 0.0 0.0
C -1.890056 0.015456 -2.164489 0.1 0.0 0.3
N -0.937730 1.629487 -0.712602 -0.1 0.7 -0.3
C -2.506724 -0.355237 -3.339106 0.0 0.0 0.1
C 3.813727 -0.706372 -2.615643 0.0 0.0 0.0
H 1.566492 0.292758 2.737019 0.0 -0.1 0.0
H 2.278046 2.182340 4.158265 0.0 0.0 0.0
C -0.513058 2.867512 -0.274969 -0.1 -0.1 0.0
O -1.254677 -1.442658 2.044918 0.0 0.0 0.3
C -2.549081 -1.697363 -3.666921 0.0 0.0 0.0
O 1.011674 -1.622798 2.717818 0.0 -0.1 0.2
H -3.013332 -2.027590 -4.586727 0.0 0.0 0.0
C 0.271219 2.725619 0.999397 0.0 -0.1 -0.1
O 1.557694 -0.114083 -2.051979 0.0 0.0 -0.2
C 1.313153 1.304622 2.478182 0.0 0.0 -0.2
```
Forces are in eV/Å.

Summary:
Energy above the lowest of the compared OMol25 structures with the same formula, charge and spin   0.907 eV
E_HOMO   -9.186 eV
LUMO   -0.01737 Eh
Frontier orbital gap   8.7 eV

---

Record 6
4 unconnected molecules or ions with the total composition C14H20BF10NO11P2 at a distorted geometry. Source: the Open Molecules 2025 dataset; level of theory: the ωB97M-V functional and the def2-TZVPD basis.

The geometry in XYZ format:
```
59
Properties=species:S:1:pos:R:3:forces:R:3
C -4.271535 1.992719 1.188729 1.5 0.1 0.0
F -0.634949 -0.499321 -5.069945 1.2 0.3 0.7
H -7.482125 1.572862 4.371313 -0.1 0.1 0.0
F 5.182366 1.646335 1.827118 0.3 -0.2 0.2
O 8.498600 0.608549 2.327936 -0.5 0.4 -0.4
C -4.930037 -3.690554 -1.133576 0.3 1.0 -0.6
H -4.874606 -1.743784 -2.768690 -0.1 -0.2 0.2
N -0.020050 0.909313 -3.165680 1.3 -1.2 -0.9
C 9.397198 0.154084 3.357049 0.6 -0.4 0.5
H -8.190454 2.628646 1.575917 0.2 -0.1 -0.1
C 6.485086 1.524566 1.543943 -0.8 0.7 -0.8
O 4.402801 -1.835397 -1.605581 -0.6 0.5 -0.2
O -5.892974 -3.011768 -0.930634 -0.1 -0.4 0.3
O -6.230086 2.670006 2.300234 0.5 0.0 -0.3
O -3.855965 -3.311084 -1.827885 -0.2 -0.6 0.1
F -3.634551 2.039122 2.371445 -0.4 -0.1 0.0
O 3.230923 0.338723 -0.785332 1.8 0.1 -1.3
H 3.867250 0.769419 -0.183293 -0.6 -0.1 0.2
O 0.577749 2.924928 -4.010278 -0.3 0.6 -0.3
P 4.147026 -0.425813 -1.946411 1.1 -1.0 0.8
O 5.616286 0.338517 -2.163598 -2.4 0.3 0.7
F -3.952188 3.122779 0.534549 -0.4 -0.1 0.0
H 3.164783 2.310965 -4.596130 0.0 -0.1 0.2
H 9.142120 -1.920615 2.832569 0.1 0.0 0.0
H 0.416007 0.184541 -2.593888 0.0 0.0 -0.4
B 2.487485 1.450990 -4.143432 -0.4 -0.7 0.9
H 5.915246 0.721716 -1.312326 0.0 -0.2 -0.7
F 6.900492 2.728011 1.124236 0.2 -0.3 0.3
H -2.485150 -1.225830 -0.909928 0.0 0.0 -0.1
P 3.127084 -0.331518 -3.873218 0.4 0.2 -0.8
C -8.048871 1.530168 3.439442 0.2 -0.3 0.0
H 10.403191 0.239132 2.947294 -0.2 0.1 -0.3
H 1.956686 -1.148338 -3.772000 0.4 0.4 0.7
C 7.302861 1.027744 2.738541 1.1 -0.5 0.6
C -3.888577 -1.975446 -2.364644 0.2 0.7 -0.2
H -7.890398 3.622037 2.991853 0.3 0.0 0.0
C 9.110751 -1.287705 3.721133 -0.4 -0.1 -0.1
C -0.969982 0.389386 -4.094199 0.1 0.4 0.8
H 9.347570 0.806442 4.229586 -0.2 0.0 -0.1
H -3.187536 -1.960884 -3.199392 0.0 -0.3 0.1
C -7.650430 2.668057 2.522730 -0.7 0.0 0.3
H -3.412756 0.033997 -1.749477 0.0 -0.1 -0.1
O 6.931138 1.050951 3.873067 -0.5 0.2 -0.3
F -5.645453 -5.464187 0.286160 0.0 0.4 -0.2
H -7.837378 0.563676 2.979677 -0.1 0.1 -0.1
H 8.114983 -1.392832 4.154307 0.1 0.1 0.1
F 6.569159 0.692500 0.478582 0.2 -0.1 0.3
H 9.842103 -1.653687 4.441950 0.0 0.1 0.0
F -3.544615 -5.388980 -0.184016 -0.1 0.3 -0.1
F -4.967696 -6.001010 -1.690608 0.0 0.4 -0.1
C -3.464319 -0.965308 -1.319471 -0.1 -0.3 0.1
C 0.952456 1.812891 -3.779970 0.1 0.0 -0.1
H -4.163435 -0.948134 -0.486762 -0.1 -0.1 -0.2
O -6.474584 1.124315 0.689195 0.5 -0.1 -0.2
O -2.078930 0.726028 -4.033623 -2.2 0.4 -0.3
F -3.738018 0.976582 0.500083 -0.5 0.4 0.4
C -4.771864 -5.142385 -0.673609 0.2 -1.2 0.6
C -5.786488 1.845838 1.348502 -1.1 0.3 0.4
H -9.113400 1.578048 3.670455 0.0 0.0 0.0
```
Forces are in eV/Å.

Summary:
SMILES   O=C(F)NC(=O)BPP(=O)(O)O.CCOC(=O)C(F)(F)F.CCOC(=O)C(F)(F)F.CCOC(=O)C(F)(F)F
Energy above the lowest of the compared OMol25 structures with the same formula, charge and spin   1.269 eV
E_HOMO   -9.884 eV
LUMO   -0.07126 Eh
Frontier orbital gap   7.9 eV